# C7H16Cl2IrO3P

C7H16Cl2IrO3P as an isolated structure in a non-equilibrium geometry (ωB97M-V with the def2-TZVPD basis set, OMol25).

The value obtained for the LUMO energy (alpha / beta) is -11.932 / -15.781 eV. For the total energy, the calculation gives -1866.70150 Eh. As for the HOMO energy (alpha / beta): -19.1 / -21.8 eV.

ORCA input file:
```
! RIJCOSX wB97M-V def2-TZVPD def2/J DEFGRID3
* xyz 3 6
H 2.65529 2.11827 -0.19937
C -3.55657 1.13495 1.55427
H -2.52113 -0.34318 0.69142
O -1.85163 -0.01318 -2.15957
H 1.90462 -0.84421 2.79990
H 2.79744 1.95206 1.58219
Ir -0.27084 0.90108 1.45431
C -1.72895 -1.16521 -2.48568
H -1.35123 -2.30812 -4.16287
O 0.13927 3.87369 1.31883
C 1.82028 -0.80433 -0.96003
H -0.51622 -0.63968 -4.38086
H 2.88922 -1.12975 -1.04790
Cl -2.33654 -2.27626 -1.37714
C 2.85144 1.40864 0.62013
H 1.57601 -0.19013 -1.84080
H 2.89698 -1.71219 1.54503
C -0.74842 -1.47756 -3.61552
H -4.41044 1.14781 0.88116
Cl -0.63009 0.03477 3.48984
H 1.10967 -1.99200 1.65287
O -2.38276 0.66686 0.84971
H 3.86500 0.97706 0.49291
C 1.92729 -1.25016 1.76954
H -3.36520 2.18605 1.90003
C -0.01307 2.73663 1.03854
H 1.18144 -1.70814 -0.98522
P 1.54859 0.12691 0.60259
H 0.29364 -1.87690 -3.44118
H -3.77312 0.46622 2.41286
*
```